(1)
DFT (ωB97M-V with the def2-TZVPD basis set) results for a molecular structure, C62H76ClCsN12O4S3 in a non-equilibrium geometry.

```
159
Properties=species:S:1:pos:R:3:forces:R:3
Cs -0.236801 -0.103503 0.747308 2.5065 -0.7736 -2.0758
C -6.151743 0.492744 6.351865 -0.0071 0.0070 -0.0313
C -4.632845 0.548502 6.576157 -0.0489 -0.0598 0.0276
C -4.311657 1.718885 7.516305 0.0631 0.0297 -0.0064
C -4.205156 -0.742814 7.274651 0.0050 -0.0362 -0.0169
C -3.918373 0.737254 5.237867 0.3367 -0.8010 0.1008
C -3.081595 -0.210450 4.691036 -0.1204 0.2551 0.6643
C -2.463808 -0.028449 3.437704 0.5019 -0.4051 -0.2995
N -1.660057 -0.977224 2.866338 -0.2718 -0.8301 1.6978
C -0.856827 -1.788070 3.587150 -1.1736 1.0369 -0.7322
C -0.344649 -1.428634 4.862316 0.4906 -0.2060 1.0344
C 0.572302 -2.208086 5.520960 -0.7894 1.2054 0.0263
C 0.983791 -3.396063 4.880713 -0.2300 -0.9000 -1.1512
C 0.560339 -3.812967 3.635944 0.8373 -0.5104 0.9316
C -0.412893 -3.018693 2.921593 -0.6663 -0.1702 -1.9874
O -0.903113 -3.327627 1.796367 0.6106 0.4549 1.5875
C 1.171346 -5.123272 3.099205 0.1026 -0.1016 -0.1164
C 0.767555 -6.280121 4.026742 -0.0688 0.0141 0.0397
C 0.756604 -5.512442 1.675740 -0.0018 0.0332 -0.0708
C 2.705129 -5.000943 3.082242 0.0426 0.1333 -0.0307
C 1.169267 -1.842159 6.878942 0.0684 0.0998 0.0458
C 0.763792 -2.902304 7.914045 -0.0677 -0.0628 -0.0563
C 2.701200 -1.789095 6.791495 0.0248 0.0027 -0.0947
C 0.676488 -0.481457 7.370249 -0.0203 0.0440 -0.0240
C -2.728033 1.154394 2.643096 0.7552 -0.0035 -1.1995
O -2.119333 1.314917 1.525196 -2.1883 0.8248 1.7857
C -3.614205 2.126965 3.223427 -0.5977 0.5011 0.5537
C -4.146876 1.899799 4.481019 0.1642 0.3430 -0.8471
C -3.905493 3.439250 2.483917 -0.0228 0.0436 -0.0615
C -5.076950 4.211381 3.106490 0.0439 -0.0209 0.0617
C -2.647078 4.310605 2.563406 0.0893 0.0036 -0.0312
C -4.253063 3.213314 1.004043 -0.0881 -0.1036 -0.0043
H -6.681156 0.329513 7.298042 0.0530 0.0268 -0.0668
H -6.402593 -0.320880 5.667719 -0.0130 0.0067 0.0252
H -6.517191 1.422787 5.911195 -0.0138 -0.0173 0.0152
H -4.845741 1.606646 8.466631 0.0305 -0.0045 -0.0752
H -4.598763 2.676420 7.078648 -0.0030 -0.0052 0.0211
H -3.239631 1.755217 7.724622 -0.0205 0.0102 0.0048
H -4.689732 -0.811312 8.253331 0.0210 -0.0005 -0.0535
H -3.123650 -0.773922 7.426622 -0.0125 0.0116 0.0256
H -4.488237 -1.624391 6.695539 -0.0016 0.0074 0.0116
H -2.890695 -1.149321 5.194527 -0.0568 0.0054 0.0035
H -0.659035 -0.475510 5.265026 0.0432 -0.0124 0.0075
H 1.702168 -4.020889 5.402969 -0.0236 0.0440 -0.0900
H -0.317281 -6.411438 4.016256 -0.0061 -0.0304 0.0169
H 1.073379 -6.096686 5.058833 0.0155 -0.0318 0.0024
H 1.231345 -7.215111 3.692752 -0.0307 0.1044 0.0072
H -0.319878 -5.636267 1.581974 -0.0144 -0.0734 0.0128
H 1.251774 -6.459023 1.426939 -0.0496 0.0918 0.0190
H 1.068850 -4.766601 0.946151 0.0662 -0.0288 0.0102
H 3.123498 -4.833137 4.076323 0.0033 -0.0184 0.0158
H 3.004528 -4.168191 2.440658 0.0074 -0.0590 -0.0361
H 3.150367 -5.916740 2.678900 -0.0584 0.0753 0.0370
H 1.115538 -3.894023 7.621510 -0.0004 0.0035 0.0333
H -0.324093 -2.946954 8.006215 0.0048 -0.0084 0.0264
H 1.187739 -2.666761 8.896705 -0.0150 0.0003 -0.1100
H 3.121763 -2.746798 6.480105 0.0225 0.0219 0.0222
H 3.133477 -1.531786 7.764707 -0.0597 -0.0283 -0.0737
H 3.018448 -1.036325 6.067388 0.0222 -0.0179 0.0262
H -0.410519 -0.462059 7.480196 -0.0060 -0.0049 0.0259
H 0.961422 0.317017 6.681098 0.0201 -0.0116 0.0220
H 1.120434 -0.261401 8.345741 -0.0287 -0.0117 -0.0656
H -4.807122 2.648745 4.902271 0.0259 -0.0170 -0.0594
H -4.826692 4.628917 4.085726 0.0049 -0.0389 0.0064
H -5.957649 3.574162 3.221208 -0.0302 0.0377 -0.0504
H -5.343443 5.047378 2.453868 0.0417 -0.0428 0.0470
H -2.382565 4.513315 3.605209 -0.0136 0.0310 -0.0240
H -2.794485 5.266121 2.044891 -0.0080 -0.0929 0.0347
H -1.815044 3.787607 2.093059 -0.0020 0.0398 0.0018
H -5.102038 2.530346 0.900374 -0.0102 0.0353 0.0162
H -3.416627 2.785697 0.461000 -0.0433 0.0795 0.0135
H -4.530109 4.170669 0.548538 0.0452 -0.0838 0.0063
N -2.526381 1.601728 -1.977465 -0.0239 -0.0848 0.0600
C -1.770444 2.160985 -2.971298 -0.0147 -0.0293 -0.1922
S -2.217234 1.850055 -4.618098 -0.0281 0.0887 0.1778
N -0.771640 2.972187 -2.679718 -0.0934 -0.1692 0.1551
N -0.470458 2.946349 -1.336304 -0.0770 0.0781 0.0407
C -0.120484 4.068220 -0.829644 0.1722 0.1546 0.0162
C -0.169777 5.339562 -1.612990 0.0520 0.0031 0.0251
C 0.993250 6.038552 -1.916471 0.0198 0.0088 0.0180
C 0.938799 7.219390 -2.645823 -0.0180 0.0006 0.0048
C -0.285245 7.714723 -3.072378 0.0083 -0.0130 0.0119
C -1.451229 7.021518 -2.770931 0.0058 -0.0148 0.0201
C -1.393214 5.840072 -2.048144 -0.0158 0.0186 -0.0235
C 0.315171 4.125693 0.592259 0.0957 -0.0429 -0.1791
C 0.428751 5.354000 1.247411 0.0023 0.0413 0.0703
C 0.806838 5.379510 2.579077 -0.0479 0.0129 -0.0382
C 1.054081 4.184237 3.230632 -0.0011 -0.0256 0.0191
C 0.922342 3.014147 2.496785 -0.0326 -0.0222 -0.0342
N 0.582028 2.974323 1.216060 -0.0181 -0.0171 0.0833
H -3.043889 0.771500 -2.212282 0.0071 -0.0026 -0.0305
H -2.194427 1.682421 -1.022891 0.0375 -0.0323 -0.1476
H 1.947960 5.649010 -1.579726 -0.0134 0.0049 -0.0214
H 1.853090 7.750236 -2.883491 -0.0071 -0.0120 0.0025
H -0.331049 8.634104 -3.643926 0.0009 -0.0064 0.0031
H -2.408806 7.395711 -3.111763 0.0027 -0.0003 0.0001
H -2.295945 5.282587 -1.829866 0.0028 0.0002 -0.0164
H 0.202099 6.270217 0.720336 0.0156 -0.0032 -0.0021
H 0.890458 6.323840 3.103169 0.0067 0.0084 0.0021
H 1.340554 4.145218 4.273353 0.0203 0.0060 -0.0117
H 1.111122 2.054692 2.970317 -0.0127 0.0174 0.0101
S 5.109863 -0.522767 -2.757966 -0.4532 0.2072 -0.9471
C 5.551663 -0.870201 -1.150452 0.7181 -0.1525 1.3301
C 6.837923 -0.448549 -0.713066 -0.9881 -0.2150 -0.7088
C 7.299910 -0.646304 0.560568 0.5012 -0.1564 1.1366
C 8.615607 -0.177452 0.910191 -0.6518 -0.2289 -0.0975
N 9.668664 0.206312 1.168050 0.3857 0.1408 0.0877
C 6.481658 -1.312964 1.515495 0.9141 0.3425 0.1043
C 5.239999 -1.746922 1.132521 -0.4668 0.0526 -0.7938
C 4.721636 -1.556443 -0.179301 0.9147 0.4079 0.3852
S 3.146491 -2.083914 -0.490267 -1.0722 -0.5181 -0.2569
C 6.942068 -1.528637 2.860612 -0.1325 0.1293 -0.5488
N 7.310513 -1.701081 3.936615 0.0634 -0.0731 0.3473
H 7.467508 0.058469 -1.430509 0.0071 0.0280 -0.0421
H 4.604589 -2.246215 1.852605 -0.0167 -0.0232 -0.0104
C -5.025079 -2.100183 -1.085530 0.0079 -0.0354 -0.0201
O -4.033226 -3.124590 -1.012643 -0.1003 0.0145 0.0961
C -2.770352 -2.678828 -1.225746 -0.0217 0.1812 -0.0665
O -2.519605 -1.541188 -1.581614 0.0640 0.0000 0.2072
N -1.880594 -3.668955 -1.073530 -0.0298 -0.0876 -0.1539
N -0.486031 -3.461859 -1.140497 -0.1123 -0.0412 0.5021
H -5.972811 -2.597685 -0.897600 -0.0097 -0.0058 0.0031
H -5.031579 -1.631885 -2.068921 0.0085 -0.0074 -0.0077
H -4.846764 -1.334450 -0.331705 0.0201 0.0141 0.0187
H -2.165172 -4.503527 -0.594923 -0.0292 -0.0516 -0.0382
H -0.321740 -2.628488 -1.702278 0.1927 -0.0082 0.0689
H -0.199305 -3.263319 -0.174108 0.1747 0.0698 -0.3751
Cl 4.171258 1.530771 5.066685 -0.0025 0.0017 0.1078
C 4.041718 1.683477 3.340985 -0.0052 -0.0389 -0.1124
C 4.561513 2.789083 2.695263 -0.0038 0.0498 0.0207
C 4.403089 2.872966 1.322045 0.0218 0.0043 0.0338
C 3.727928 1.855297 0.665160 -0.0315 -0.1766 -0.0366
N 3.230603 0.794412 1.294211 -0.2261 0.1808 0.2593
C 3.389001 0.701818 2.609935 0.0730 0.0917 -0.1775
H 5.068884 3.561740 3.257632 0.0133 -0.0131 -0.0029
H 4.793112 3.717836 0.770000 0.0113 -0.0175 -0.0024
H 3.581441 1.884030 -0.409911 0.0213 -0.0476 0.0070
H 2.975414 -0.173974 3.104416 0.0343 -0.0061 -0.0336
C 2.298788 -1.293635 -4.973453 -0.0247 -0.0047 0.0681
C 1.844270 -2.030711 -3.693866 0.0450 0.0165 -0.0732
N 0.853090 -1.222516 -2.984064 -0.1796 0.0865 -0.1240
C -0.385767 -1.195374 -3.765197 0.1717 0.0406 -0.0120
C -0.097255 -0.810100 -5.224850 0.0773 0.0975 -0.0056
N 1.284605 -0.220114 -5.241962 -0.1216 -0.0049 0.0402
C 1.398754 0.855260 -4.187798 0.1056 0.0511 0.0018
C 1.387477 0.140574 -2.826697 -0.0662 -0.1879 -0.0123
H 2.344990 -1.937546 -5.852060 -0.0243 -0.0133 -0.0146
H 3.260052 -0.803927 -4.819363 0.0539 -0.0178 0.0767
H 2.708165 -2.187035 -3.051003 0.0917 0.0114 0.1521
H 1.391554 -2.995921 -3.929034 -0.0081 -0.0169 -0.0211
H -1.078516 -0.481647 -3.326871 0.0014 0.0547 -0.0113
H -0.856025 -2.178749 -3.727744 -0.0332 -0.0339 -0.0335
H -0.791882 -0.039423 -5.560024 -0.0129 -0.0218 -0.0126
H -0.083890 -1.661141 -5.907982 0.0180 0.0016 0.0174
H 1.449330 0.203850 -6.148378 0.0262 0.0000 -0.0058
H 0.560819 1.542953 -4.320981 -0.0053 -0.0565 -0.0232
H 2.344915 1.367478 -4.368834 -0.0058 0.0007 0.0397
H 0.774230 0.715315 -2.140123 -0.1984 0.0787 0.0905
H 2.394228 0.058648 -2.416753 0.0637 -0.1024 0.0230
```
Forces are in eV/Å.

**Energy relative to the best compared isomer or geometry (same formula, charge and spin)**: 0.000 eV
**Spin multiplicity**: 1
**Frontier orbital gap**: 3.1 eV
**Electronic energy**: -5041.15236 hartree
**Total charge**: -2
**E_HOMO**: -1.1 eV

Löwdin atomic charge list, values in e, 4 entries: Cs 1.094; C -0.052; C -0.560; C -0.053

=====

(2)
DFT (ωB97M-V with the def2-TZVPD basis set) results for 2 unconnected molecules or ions with the total composition C4H11NO in a non-equilibrium geometry.

```
17
Properties=species:S:1:pos:R:3:forces:R:3
C -0.150956 0.725897 1.778597 -0.1763 0.2623 0.7996
C 0.306013 0.091194 0.710604 1.3914 0.1401 0.4212
N 0.537177 -1.321553 0.785664 0.2298 0.6360 -0.4898
C 0.955979 0.900007 -0.419022 -0.8955 -0.1331 0.6411
C -0.080390 1.576869 -1.294942 -0.3566 -0.2162 -1.1352
H -0.105050 1.798676 1.908837 -0.1905 0.0697 -0.4569
H -0.395179 0.205407 2.695256 -0.2807 -0.2671 -0.1009
H 0.980892 -1.481014 1.680733 -0.2863 -0.3771 0.1231
H 1.241780 -1.561353 0.097831 -0.2379 -0.2621 -0.1457
H 1.484961 1.683733 0.123567 0.3700 -0.0392 -0.3042
H 1.672224 0.278816 -0.955047 -0.0515 0.0991 -0.1989
H -0.773707 2.155167 -0.706801 0.0457 0.5093 0.3500
H -0.741299 0.897437 -1.828927 0.1122 -0.5822 0.0702
H 0.332657 2.186056 -2.105691 0.2225 0.1740 0.4026
O -1.706409 -2.639297 -1.203621 -0.0086 0.2589 0.0159
H -2.063675 -3.437694 -0.809046 -0.0133 -0.0360 0.0783
H -1.495018 -2.058348 -0.457993 0.1255 -0.2365 -0.0704
```
Forces are in eV/Å.

**Energy relative to the best compared isomer or geometry (same formula, charge and spin)**: 1.359 eV
**Spin multiplicity**: 1
**Frontier orbital gap**: 9.5 eV
**Structure (SMILES)**: C=C(N)CC.O
**Electronic energy**: -288.96708 hartree
**Total charge**: 0
**E_HOMO**: -8.7 eV

Löwdin atomic charge list, values in e, 4 entries: C 0.011; C -0.414; N 0.064; C -0.204

=====

- Among the records above, which one has the lowest frontier orbital gap?
  C62H76ClCsN12O4S3

=====

- Among the records above, which one has the lowest frontier orbital gap?
  C62H76ClCsN12O4S3

=====

What did the second record say?
DFT (ωB97M-V with the def2-TZVPD basis set) results for 2 unconnected molecules or ions with the total composition C4H11NO in a non-equilibrium geometry.

```
17
Properties=species:S:1:pos:R:3:forces:R:3
C -0.150956 0.725897 1.778597 -0.1763 0.2623 0.7996
C 0.306013 0.091194 0.710604 1.3914 0.1401 0.4212
N 0.537177 -1.321553 0.785664 0.2298 0.6360 -0.4898
C 0.955979 0.900007 -0.419022 -0.8955 -0.1331 0.6411
C -0.080390 1.576869 -1.294942 -0.3566 -0.2162 -1.1352
H -0.105050 1.798676 1.908837 -0.1905 0.0697 -0.4569
H -0.395179 0.205407 2.695256 -0.2807 -0.2671 -0.1009
H 0.980892 -1.481014 1.680733 -0.2863 -0.3771 0.1231
H 1.241780 -1.561353 0.097831 -0.2379 -0.2621 -0.1457
H 1.484961 1.683733 0.123567 0.3700 -0.0392 -0.3042
H 1.672224 0.278816 -0.955047 -0.0515 0.0991 -0.1989
H -0.773707 2.155167 -0.706801 0.0457 0.5093 0.3500
H -0.741299 0.897437 -1.828927 0.1122 -0.5822 0.0702
H 0.332657 2.186056 -2.105691 0.2225 0.1740 0.4026
O -1.706409 -2.639297 -1.203621 -0.0086 0.2589 0.0159
H -2.063675 -3.437694 -0.809046 -0.0133 -0.0360 0.0783
H -1.495018 -2.058348 -0.457993 0.1255 -0.2365 -0.0704
```
Forces are in eV/Å.

**Energy relative to the best compared isomer or geometry (same formula, charge and spin)**: 1.359 eV
**Spin multiplicity**: 1
**Frontier orbital gap**: 9.5 eV
**Structure (SMILES)**: C=C(N)CC.O
**Electronic energy**: -288.96708 hartree
**Total charge**: 0
**E_HOMO**: -8.7 eV

Löwdin atomic charge list, values in e, 4 entries: C 0.011; C -0.414; N 0.064; C -0.204

=====

Copy entry 2 word for word.
DFT (ωB97M-V with the def2-TZVPD basis set) results for 2 unconnected molecules or ions with the total composition C4H11NO in a non-equilibrium geometry.

```
17
Properties=species:S:1:pos:R:3:forces:R:3
C -0.150956 0.725897 1.778597 -0.1763 0.2623 0.7996
C 0.306013 0.091194 0.710604 1.3914 0.1401 0.4212
N 0.537177 -1.321553 0.785664 0.2298 0.6360 -0.4898
C 0.955979 0.900007 -0.419022 -0.8955 -0.1331 0.6411
C -0.080390 1.576869 -1.294942 -0.3566 -0.2162 -1.1352
H -0.105050 1.798676 1.908837 -0.1905 0.0697 -0.4569
H -0.395179 0.205407 2.695256 -0.2807 -0.2671 -0.1009
H 0.980892 -1.481014 1.680733 -0.2863 -0.3771 0.1231
H 1.241780 -1.561353 0.097831 -0.2379 -0.2621 -0.1457
H 1.484961 1.683733 0.123567 0.3700 -0.0392 -0.3042
H 1.672224 0.278816 -0.955047 -0.0515 0.0991 -0.1989
H -0.773707 2.155167 -0.706801 0.0457 0.5093 0.3500
H -0.741299 0.897437 -1.828927 0.1122 -0.5822 0.0702
H 0.332657 2.186056 -2.105691 0.2225 0.1740 0.4026
O -1.706409 -2.639297 -1.203621 -0.0086 0.2589 0.0159
H -2.063675 -3.437694 -0.809046 -0.0133 -0.0360 0.0783
H -1.495018 -2.058348 -0.457993 0.1255 -0.2365 -0.0704
```
Forces are in eV/Å.

**Energy relative to the best compared isomer or geometry (same formula, charge and spin)**: 1.359 eV
**Spin multiplicity**: 1
**Frontier orbital gap**: 9.5 eV
**Structure (SMILES)**: C=C(N)CC.O
**Electronic energy**: -288.96708 hartree
**Total charge**: 0
**E_HOMO**: -8.7 eV

Löwdin atomic charge list, values in e, 4 entries: C 0.011; C -0.414; N 0.064; C -0.204